The following is a quantum chemistry calculation of a structure of composition C15H30AsF6N3O8PZr, from the OMol25 dataset.

ORCA input file:
```
! wB97M-V def2-TZVPD RIJCOSX def2/J DEFGRID3
* xyz 2 2
O -0.9222 -1.7942 0.9213
O -1.6229 -3.7872 0.1820
N 1.7336 1.2850 0.9703
C -1.2392 -0.6868 -5.6635
P -0.1011 -1.1571 -2.3558
H 2.4007 4.8917 2.9804
H -2.6164 -0.6675 -2.9799
H 0.5491 -1.6387 -4.8966
N 1.8806 3.7040 1.3333
C 2.3706 -0.3099 -1.6799
H 2.5459 -1.1566 -2.3481
O -0.0020 -0.0915 2.7197
C 1.3422 -2.8975 3.0455
H 2.8609 -3.0250 1.5665
H -1.9177 -3.7780 2.9517
F -2.9160 2.7173 -0.8438
F -0.7839 2.2105 1.7855
O -1.2794 -0.5110 -1.4041
C -0.9530 -3.6564 2.4605
H -3.5980 -1.2523 -0.1304
H -3.1862 -2.4894 -1.3337
C 2.1174 4.6354 0.2177
H 1.4045 3.4699 3.3716
H 2.9636 -0.4613 -0.7837
H 2.0794 1.1377 -3.2541
F -0.5677 1.9965 -0.5146
C 1.8192 -2.7051 1.6047
C 1.5658 4.2730 2.6583
H -1.9119 -1.4201 -5.2159
F -2.2205 0.7991 0.6398
H 1.2196 5.2295 0.0545
C -2.6664 -0.4750 -1.9078
C -3.5442 -1.4710 -1.1965
H 0.7822 0.0441 -5.4042
N -0.0914 -2.8296 3.2655
H 0.0842 -1.6307 4.9426
H 2.3554 -0.7889 1.6163
F -1.3220 4.2104 0.4194
C 2.6732 1.0060 -2.3523
O 0.9659 -0.3712 -1.2651
O -0.1028 -0.1504 -3.5749
H 1.2634 -3.3199 0.9002
As -1.9436 2.6464 0.5239
H -1.7129 0.2940 -5.6498
Zr -0.1568 0.0428 0.6372
H -1.5665 -2.2779 4.6119
C -0.6441 -1.9021 4.1788
H 2.4667 1.8368 -1.6795
C 1.8015 2.4427 1.1443
H 2.3566 4.0795 -0.6846
H 2.9524 5.2838 0.4742
H 1.8238 -2.1804 3.7082
C 0.0841 -0.6523 -4.9468
C -1.0195 -0.5688 3.3858
O -2.1418 -0.1780 3.4330
H -3.0004 0.5487 -1.7731
H -0.4984 -4.6383 2.3260
C -1.2091 -3.0706 1.0373
H 1.6578 -3.9029 3.3513
F -3.1590 2.9289 1.6380
O 1.7379 -1.3582 1.1339
H 3.7290 1.0370 -2.6220
H -1.0804 -0.9746 -6.7027
H 0.6633 4.8765 2.5761
H -4.5528 -1.4008 -1.6039
*
```

The relative energy (zero: lowest compared OMol25 entry of this formula, charge and spin) is 0.633 eV. The value obtained for the HOMO energy (alpha / beta) is -0.575 / -0.575 hartree. The gap between HOMO and LUMO (alpha / beta) is 9.69 / 6.67 eV. As for the max |F|: 0.495 eV/Å.


The following is a quantum chemistry calculation of a structure of composition C15H30AsF7O15Tl at a distorted geometry, from the OMol25 dataset.

ORCA input file:
```
! wB97M-V def2-TZVPD RIJCOSX def2/J DEFGRID3
* xyz 1 1
H 1.4707 -6.7768 3.4848
C 1.1476 -7.5047 -1.0123
H 3.6764 -0.5984 -2.8439
H 1.3094 2.6196 5.7371
C -2.8958 0.7428 -4.4697
H 3.3887 0.9896 -2.0384
H 1.6936 0.9098 6.0232
O -4.0281 0.6437 -2.1237
O 1.2090 0.4568 2.2626
C 3.4927 0.4662 -2.9888
As -3.1318 0.2109 3.1378
H -2.2630 1.1185 -5.2737
O 0.8591 -0.2264 -2.3346
O 0.2382 1.0805 -4.1787
H -2.4794 3.3196 0.4365
F -4.3514 -0.2059 1.8594
H 3.2641 1.9493 1.7483
H -2.0807 4.9221 -0.2202
H 2.2193 -7.6948 -1.0712
C -4.9409 0.6641 -1.1081
O 1.4933 2.7157 0.2670
H 1.6035 4.4798 1.3240
H -3.5112 1.5923 -4.1733
F -4.3617 1.1218 4.1160
H 0.0236 1.5296 6.2048
H 0.2967 -5.5444 3.0696
H -3.4642 -0.1293 -4.7928
C -2.8158 0.1346 -2.1214
O -0.2938 1.4628 -0.2256
O 1.2309 -6.3740 1.4664
F 2.9980 -0.7085 0.2935
H 0.7425 -7.7542 -1.9929
C 0.9461 1.5977 5.6281
H 4.5645 2.2232 2.8350
H -2.1229 3.6874 -1.2951
O -0.4642 3.7718 -0.1574
C 2.1456 4.0065 0.5053
H 0.8152 0.5162 -6.1136
Tl 0.1515 -1.3637 0.2193
H 0.6009 -8.0939 -0.2760
C 0.2009 2.5605 -0.0367
F -2.6543 1.7385 2.3287
C 3.7186 1.5588 2.6588
C 0.5934 1.4017 -5.5180
O 0.9808 -6.1000 -0.7914
F -1.7460 -0.4844 2.1969
O 2.6793 1.5388 3.6451
H -0.1716 1.9796 -6.0366
H 3.2069 3.8781 0.7185
C 1.5198 0.9990 3.3176
H -5.9675 0.8347 -1.4323
H 1.4631 2.0248 -5.7263
H 4.2507 0.8458 -3.6740
C 1.2887 -5.9262 2.8280
O -2.2803 -0.4743 -1.1697
F -3.5489 -1.3017 3.9797
H 3.9939 0.5782 2.2705
O 0.6030 1.2619 4.2703
F -1.9945 0.6137 4.4498
H 2.0188 -5.1521 3.0640
O 2.3792 0.7433 -3.7671
H -5.0059 -0.2770 -0.5619
C -1.8364 3.8605 -0.2578
O 0.7873 -4.2315 0.5318
O -2.2125 0.3574 -3.2949
C 1.0959 0.3971 -3.3892
C 0.9792 -5.4667 0.4320
H -4.7741 1.5694 -0.5244
H 2.0561 4.7145 -0.3186
*
```

The relative energy (zero: lowest compared OMol25 entry of this formula, charge and spin) is 0.000 eV. The value obtained for the HOMO energy is -0.502 hartree. The gap between HOMO and LUMO is 3.85 eV. As for the max |F|: 3.968 eV/Å.


The following is a quantum chemistry calculation of a structure of composition C15H30BCl2F4N3S5SeW, from the OMol25 dataset.

ORCA input file:
```
! wB97M-V def2-TZVPD RIJCOSX def2/J DEFGRID3
* xyz 2 3
B 0.8305 0.9944 -2.3771
C -2.5315 1.2977 -3.7673
C -0.4859 -0.9652 4.1232
H 1.1019 -3.8855 -0.0659
N 2.0730 1.4293 4.5567
H -2.4834 4.1234 -3.2142
H -2.1176 0.4335 -4.2854
W 0.2848 -0.0917 0.7977
C -3.2004 -0.4375 -2.1782
C -1.2158 3.7760 -0.6543
H -0.3404 0.0496 4.4930
H 4.7907 2.4300 -0.9628
S 2.3799 -1.0725 -0.4019
H 2.6096 -2.9561 -1.8224
C -3.0081 3.7708 -2.3268
Cl 2.8702 3.7373 -0.6183
F 2.1152 0.7389 -2.6898
C 0.6973 -3.2710 -0.8685
S -1.3914 -0.7437 2.5715
C -1.1236 -3.2189 1.2702
H 0.6900 -2.7576 3.7847
H -3.8818 3.1942 -2.6135
H -3.3332 4.6359 -1.7505
H -1.6380 -4.1177 0.9283
Se 0.3232 2.0578 2.2124
C -2.2258 1.6578 -1.3609
C 0.8296 -1.6941 3.9796
F 0.3055 2.1577 -2.8105
C 4.3173 2.8798 -0.0991
C -2.0442 -2.3885 2.1394
H 4.9742 3.5725 0.4119
H -3.4889 1.5565 -4.2175
S 1.8051 -1.0020 2.6095
N -2.1394 2.9758 -1.4546
H 3.3295 -2.8121 2.7702
H 1.3560 -1.8423 -2.3581
H -1.7554 4.3127 0.1263
H 1.4270 -1.5707 4.8835
H 1.9335 -3.2721 1.7776
H -1.1514 -1.4791 4.8178
H -1.8289 2.1156 -3.8628
H -2.9841 -2.1803 1.6269
H -2.3975 -1.1614 -2.3195
H 3.8478 -2.8456 0.2162
N -2.6918 0.9191 -2.3570
S -1.9696 0.9251 0.2476
H -0.7326 4.4919 -1.3189
C 1.7455 -2.3771 -1.4941
H -0.2186 -3.5121 1.8007
H 0.2662 -3.9322 -1.6202
C 3.4047 -2.0156 0.7659
F 0.8281 1.1652 -0.7583
H -0.4432 3.1517 -0.2239
H 4.2060 -1.3300 1.0432
F -0.0031 -0.1072 -2.5185
C 1.4530 1.7158 3.6278
C 2.6448 -2.4766 1.9897
H -2.2851 -2.9064 3.0681
H -3.9650 -0.6068 -2.9341
Cl 3.9379 1.5733 1.0606
S -0.6560 -2.2514 -0.1994
H -3.6461 -0.5582 -1.1965
*
```

The relative energy (zero: lowest compared OMol25 entry of this formula, charge and spin) is 0.000 eV. The value obtained for the HOMO energy (alpha / beta) is -0.517 / -0.527 hartree. The gap between HOMO and LUMO (alpha / beta) is 7.24 / 6.85 eV. As for the max |F|: 0.128 eV/Å.


The following is a quantum chemistry calculation of a structure of composition C15H30BClFN3O8P5S at a distorted geometry, from the OMol25 dataset.

ORCA input file:
```
! wB97M-V def2-TZVPD RIJCOSX def2/J DEFGRID3
* xyz 1 1
C -0.9128 0.0680 0.6971
O 2.0326 2.5452 2.4335
H -6.1729 1.1635 0.2641
H -3.5965 -1.8191 1.5741
C 3.5456 0.4868 0.4002
H -2.0880 -1.6996 2.6822
C -0.5591 -2.0466 -2.1963
H 0.0413 -1.4829 2.4967
C -0.3744 3.5607 -1.8505
P 2.4477 -0.1130 -2.7758
H -1.2769 3.1430 3.4777
H 3.5359 -0.7343 -2.0923
S 1.7267 -2.7349 -1.0918
H -0.0712 -0.5515 -4.2868
H 1.3201 -0.0651 3.5743
C -1.6274 -2.2304 0.3810
F -1.3825 -3.7149 0.2367
H 3.7587 -3.8054 -0.1656
P -0.3095 0.4379 -3.2085
H -1.7061 0.3736 -2.9410
H 3.2793 2.1703 -1.0010
O -1.7155 2.5121 2.8355
O 0.1240 1.6913 -4.1129
H 2.8545 2.1088 2.8028
N -0.4357 -1.3292 0.2727
H 0.6205 -2.9449 1.5178
H 2.1216 -0.9815 -3.9202
C -2.5028 -2.2666 1.7608
C -1.5621 -2.7224 -2.9700
B 0.9449 1.5185 2.2279
C 0.9945 1.3516 -0.5949
P -4.1663 1.0607 1.2198
H 3.3355 -0.0594 1.4321
C 2.6664 1.3524 -0.3724
H -2.0591 -3.5205 -3.6899
N 0.7039 0.7812 3.5319
O -5.6552 0.3728 0.6164
H 3.2160 -2.4746 1.0239
O 2.0292 -3.1826 -2.5866
H 4.1805 -2.0408 -0.5261
H -1.4646 3.7374 -1.4670
C 0.7331 2.8527 -1.1914
O -3.8927 0.4353 2.8106
C 0.4585 -1.8030 1.4404
H 1.5978 3.6570 -0.9689
H -1.2937 0.1030 1.8312
N 3.0264 1.2125 -3.4425
Cl -0.1455 4.6286 1.4228
H -2.4902 -2.1122 -0.4338
H -4.7332 0.1780 3.2916
P -2.5617 0.5781 -0.2428
C 3.2822 -2.7059 -0.1471
H 4.5913 0.1736 -0.0881
O -4.3802 2.6439 1.3644
H 1.4715 -1.2311 1.3242
C 0.8390 0.0848 -1.6703
C 0.4121 -1.3847 -0.9715
H -2.3054 1.7457 -1.0996
H -2.7447 -3.3643 2.1716
P -1.0588 2.7556 1.1991
H -0.1415 4.0168 -2.9303
O 1.1737 -4.1703 -0.6822
C 0.1659 1.2758 0.7791
H 2.4424 1.9830 -3.0802
H -0.2873 0.5314 3.7041
*
```

The value obtained for the HOMO energy is -0.402 hartree. The gap between HOMO and LUMO is 6.55 eV. As for the max |F|: 12.080 eV/Å.